{"formula": "C8H16Cl2IN4O4", "method": "ωB97M-V with the def2-TZVPD basis set", "species": ["I", "Cl", "Cl", "O", "O", "O", "O", "N", "N", "N", "N", "C", "C", "C", "C", "C", "C", "C", "C", "H", "H", "H", "H", "H", "H", "H", "H", "H", "H", "H", "H", "H", "H", "H", "H"], "positions_angstrom": [[-1.305985, 3.265744, -0.683307], [2.315993, -1.870443, -1.434346], [2.660698, 0.496402, 2.193866], [-3.204649, 5.772945, 0.499354], [-3.870390, 3.873660, 1.453318], [-0.486161, -2.643822, 1.152380], [-5.356463, 5.274897, 0.837781], [1.409834, 1.265636, -1.898129], [0.818650, 0.508577, 0.306333], [-2.650781, -1.950192, -1.280469], [-0.824358, 1.157196, -1.127020], [-2.240259, -1.408497, 0.022444], [-0.144780, -0.314867, 1.042905], [0.453673, 0.934400, -0.948236], [-0.737333, -1.504814, 0.297753], [3.935496, -1.721714, 0.720087], [2.183542, 0.110617, 0.485282], [-4.116617, 5.012085, 0.912435], [2.510879, -1.367644, 0.284304], [0.295614, -0.670326, 1.959329], [1.960808, 2.100000, -1.812182], [-0.235276, -1.686410, -0.644630], [1.823935, -1.983829, 0.840121], [-2.774712, -1.965400, 0.779077], [-2.578287, -0.384873, 0.055999], [2.840190, 0.706082, -0.119853], [4.384322, -2.350929, -0.032262], [-0.578593, -3.445435, 0.633454], [-1.042179, 0.982467, -2.095162], [3.913369, -2.297076, 1.631752], [-0.960892, 0.325287, 1.344204], [1.589819, 0.686840, -2.690707], [-2.118123, -2.780849, -1.499499], [-2.427152, -1.279899, -2.002491], [4.556169, -0.845818, 0.816116]], "forces_ev_per_angstrom": [[-1.0, 2.8, 0.6], [-0.2, 0.2, -0.2], [0.0, 0.1, 0.2], [0.7, 0.0, -0.5], [0.6, 0.6, -0.2], [0.4, -0.1, 0.0], [0.6, 0.9, -0.4], [0.6, -0.1, 0.1], [1.0, -0.9, -0.3], [0.0, 0.1, 0.1], [0.4, -3.0, -0.3], [-0.1, -0.1, -0.6], [-0.9, 0.7, 0.0], [-0.6, -0.1, -0.2], [-0.3, -0.5, 0.4], [-0.2, -0.2, -0.5], [0.0, 0.1, 0.4], [-1.6, -2.0, 1.0], [0.5, -0.2, 0.4], [0.4, 0.0, 0.2], [-0.1, 0.2, 0.1], [0.2, 0.2, -0.3], [-0.4, -0.1, 0.1], [0.0, -0.1, 0.4], [0.0, 0.3, 0.1], [0.1, 0.2, -0.3], [0.2, -0.2, -0.2], [-0.1, -0.1, -0.1], [-0.1, 1.0, -0.4], [0.1, 0.1, 0.5], [-0.2, 0.4, 0.1], [-0.1, -0.2, -0.1], [0.0, -0.2, 0.0], [0.0, 0.1, -0.1], [0.2, 0.2, 0.2]], "lowdin_charge": [0.69, 0.65, 0.67, -0.02, -0.07, -0.06, 0.00, 0.10, -0.06, 0.00, -0.33, -0.22, -0.12, -0.62, -0.35, -0.15, -0.65, -1.02, -0.70, 0.10, 0.09, 0.09, 0.07, 0.11, 0.10, 0.10, 0.05, 0.09, 0.05, 0.08, 0.13, 0.07, 0.05, 0.05, 0.06], "homo_energy_ev": -2.557, "total_charge": -1, "e_lumo_ev": 0.8, "orbital_gap_ev": 3.3}

{"formula": "C23H71N3O14", "method": "ωB97M-V with the def2-TZVPD basis set", "species": ["O", "O", "O", "O", "O", "O", "O", "O", "O", "O", "O", "O", "O", "O", "N", "N", "N", "C", "C", "C", "C", "C", "C", "C", "C", "C", "C", "C", "C", "C", "C", "C", "C", "C", "C", "C", "C", "C", "C", "C", "H", "H", "H", "H", "H", "H", "H", "H", "H", "H", "H", "H", "H", "H", "H", "H", "H", "H", "H", "H", "H", "H", "H", "H", "H", "H", "H", "H", "H", "H", "H", "H", "H", "H", "H", "H", "H", "H", "H", "H", "H", "H", "H", "H", "H", "H", "H", "H", "H", "H", "H", "H", "H", "H", "H", "H", "H", "H", "H", "H", "H", "H", "H", "H", "H", "H", "H", "H", "H", "H", "H"], "positions_angstrom": [[0.894393, -4.315869, -1.755279], [0.057781, 0.579134, -0.502643], [4.029203, -1.754257, 2.190900], [-1.274472, 3.109998, 2.783376], [5.451517, -0.569176, -1.242718], [4.282836, 2.308414, -1.418252], [-3.798226, -1.381565, 1.892840], [-4.314522, 2.814210, -4.269472], [-6.483167, -0.929643, 0.851426], [0.737377, 3.686708, 0.311811], [-0.439242, -1.290120, -5.625536], [-0.669600, -3.611178, 0.399866], [-2.200788, 0.871107, 6.793184], [2.674015, 2.661105, -3.722214], [0.643312, 1.446289, 6.576561], [1.357638, -1.405293, 1.210336], [1.365596, -0.311854, -3.824029], [1.627051, 3.345311, -3.051505], [-5.283419, -0.853281, 0.081651], [-1.134291, -2.479836, -5.877002], [4.156938, -0.094721, -1.613391], [3.890602, -2.051408, 3.555504], [1.477703, 0.836259, 2.177498], [-0.070251, 0.660689, 5.538046], [0.188424, -0.815211, 5.742660], [-0.501949, 0.227317, 0.759412], [-0.296772, 4.452676, 0.936716], [1.766570, -0.284968, -5.269730], [-1.547066, 1.078516, 5.563945], [-3.222947, 2.850896, -3.374268], [0.901673, -1.274386, -6.088749], [0.529584, -0.291351, 1.734419], [3.231928, -0.651845, -5.360592], [-0.962632, 0.649944, -1.485371], [-1.814202, -4.456736, 0.439188], [-4.263959, -1.815818, 0.625162], [0.571281, -3.180528, -2.540939], [-3.065192, -0.233450, 6.789895], [3.686310, 1.142764, -0.855603], [-0.471147, 4.269380, 2.445750], [2.003241, 4.291240, -2.646671], [-3.721015, -0.196720, 7.657562], [5.228852, 2.317866, -1.258041], [1.306577, -2.272689, -5.874947], [3.305630, -1.321550, 4.124772], [1.676750, 0.705861, -5.722269], [0.989711, -3.243250, -3.546659], [3.513323, -1.421511, -4.622216], [-2.462190, 3.484932, -3.824293], [0.978373, -2.267587, -2.104048], [-3.413014, -1.715290, -0.061934], [0.711165, -2.189133, 1.120192], [0.505140, 4.097020, 2.903962], [0.334931, 0.973980, 4.577273], [-0.844183, -3.307664, -5.224332], [-0.580627, 1.126868, -2.383440], [2.027750, 1.366858, 1.402225], [-0.121752, -4.014136, -0.304904], [-2.917635, 1.841631, -3.102822], [-2.565075, -1.211670, 6.802025], [-3.434946, 3.397146, -2.443395], [2.225150, 0.410285, 2.846869], [3.466340, -3.052267, 3.708957], [0.945932, -0.963534, -7.132375], [4.888060, -2.087325, 3.999065], [-5.483163, -1.129084, -0.961297], [1.557846, -1.131838, 0.244967], [-0.502295, -2.954581, -2.591820], [4.085226, 0.992919, 0.158170], [0.020931, -1.136917, 6.776404], [-0.941916, -2.814464, -6.905275], [-3.679795, -0.258040, 5.880380], [0.668480, -5.095314, -2.272884], [0.510993, -0.863251, -3.896974], [2.605187, 1.241275, -0.809383], [3.901081, 0.129116, -4.988798], [-2.071037, 0.619103, 4.712168], [6.088444, 0.139379, -1.388939], [-4.920713, 0.174906, 0.150286], [-1.159561, -0.631767, 0.541283], [0.063801, -0.651488, 2.653025], [-4.567113, -2.863331, 0.557220], [-7.201748, -0.446603, 0.440077], [0.392483, 2.780614, 0.372948], [0.842360, 1.550423, 2.707535], [-2.275194, -4.528328, -0.557078], [0.137802, 5.461323, 0.898958], [-1.553075, -5.438097, 0.832867], [-2.149447, 3.457547, 2.976875], [-0.443306, -1.450049, 5.120377], [3.534719, -0.975704, -1.453345], [-1.798881, 1.213134, -1.067255], [4.115096, 0.162175, -2.677121], [-2.210565, -2.333241, -5.819801], [0.915032, 3.651134, -3.821265], [3.320803, 2.393078, -3.051883], [-2.619498, -3.985919, 1.001487], [-5.114335, 2.478777, -3.860840], [3.140821, -1.559722, 1.821340], [1.240748, -1.047329, 5.571481], [-1.578788, 2.145020, 5.327511], [-1.255623, 4.298802, 0.433317], [-0.949290, 5.166887, 2.840879], [0.999173, 0.607247, -3.592532], [-1.076744, 1.061133, 1.176009], [-4.502828, -0.908408, 2.345610], [0.303067, 2.402439, 6.590923], [3.640240, -1.084391, -6.278294], [0.303709, 1.077174, 7.464259], [-1.231508, -0.376398, -1.758319], [1.143985, 2.773103, -2.256706]], "forces_ev_per_angstrom": [[-0.2, 0.0, -0.1], [0.6, 0.6, 0.1], [-0.1, 0.4, -0.1], [0.1, 0.6, -0.1], [0.0, 0.7, 0.0], [-0.5, 0.4, -0.2], [0.1, -0.5, 0.1], [-0.1, 0.3, -0.4], [0.1, -0.4, 0.4], [-1.2, -0.7, 0.7], [-0.3, 0.7, 0.3], [-0.3, -0.4, -0.3], [0.0, -0.2, 0.0], [-0.3, -0.4, 0.1], [0.0, -0.7, 0.2], [-1.1, 0.5, -0.5], [-0.6, 0.1, -1.2], [0.4, 0.8, -0.5], [-0.9, -0.2, -0.3], [0.1, -0.5, -1.1], [-0.3, -0.4, -0.4], [0.3, -0.5, 0.1], [-0.4, -0.1, 0.4], [-0.3, 1.0, 0.8], [0.2, -0.4, 0.4], [-0.7, -1.4, -0.4], [1.3, 0.8, 0.7], [0.1, 0.1, 0.1], [0.3, 0.0, -1.1], [-0.5, 0.5, 0.6], [0.4, -0.1, 1.1], [1.9, 0.8, 0.0], [1.5, -1.0, 1.0], [0.5, -0.4, 0.4], [-0.4, 0.6, -0.4], [0.7, 1.2, -0.4], [-0.1, 1.0, -0.2], [-0.4, -0.7, -0.3], [1.5, -1.1, 0.8], [-0.1, -1.1, -0.4], [-0.1, -0.1, 0.4], [0.1, 0.2, 0.1], [0.0, -0.1, 0.1], [0.2, -0.1, -0.6], [-0.1, 0.1, -0.1], [-0.3, 0.1, 0.3], [0.0, -0.1, 0.0], [-0.7, -0.2, -0.1], [0.3, -0.6, -0.3], [0.4, -0.3, 0.2], [0.1, -0.1, 0.1], [0.3, -0.3, 0.0], [0.0, 0.3, 0.0], [-0.1, -0.1, -0.1], [0.1, 0.1, 0.2], [0.1, 0.2, 0.1], [-0.2, -0.2, -0.3], [0.2, 0.4, 0.3], [0.5, 0.0, -0.2], [0.3, 0.2, 0.1], [-0.4, -0.2, 0.0], [-0.1, 0.2, 0.2], [-0.2, 0.1, 0.0], [0.0, -0.5, -0.2], [0.0, 0.1, -0.1], [0.0, 0.2, 0.0], [0.2, -0.2, 0.1], [-0.1, -0.5, -0.1], [-0.4, 0.2, 0.1], [-0.2, 0.3, 0.0], [0.0, 0.0, 0.0], [-0.1, 0.2, 0.1], [0.1, -0.1, 0.1], [-0.1, 0.0, 0.6], [0.0, 0.2, -0.3], [-0.3, 0.5, -0.6], [-0.2, -0.3, 0.3], [0.1, -0.2, 0.0], [0.4, 0.0, -0.2], [-0.3, 0.3, 0.3], [-0.4, 0.0, -0.2], [-0.4, 0.1, 0.5], [0.1, 0.1, -0.2], [0.6, -0.1, -0.4], [0.4, 0.2, 0.1], [0.3, -0.4, -0.1], [-0.8, 0.1, -0.6], [-0.2, -0.1, 0.0], [-0.1, -0.3, 0.0], [0.1, 0.1, -0.2], [-0.3, 0.3, 0.0], [-0.3, -0.1, -0.3], [0.0, -0.2, -0.1], [0.0, 0.3, 0.3], [-0.2, -0.3, 0.1], [0.1, 0.2, 0.0], [0.4, -0.1, 0.6], [0.1, -0.1, 0.3], [0.1, -0.3, 0.2], [0.0, 0.0, -0.3], [0.0, 0.1, 0.3], [0.0, 0.4, -0.1], [0.2, 0.1, 0.1], [0.4, 0.1, 0.0], [0.0, 0.0, 0.1], [-0.2, -0.2, 0.0], [0.1, 0.1, -0.3], [-0.4, 0.5, -0.4], [0.2, 0.0, 0.0], [-0.5, 0.1, 0.0], [0.0, -0.1, 0.0]], "lowdin_charge": [-0.11, -0.21, -0.15, -0.10, -0.05, -0.07, -0.06, -0.11, -0.07, -0.07, -0.21, -0.15, -0.17, -0.13, 0.04, 0.08, 0.08, -0.16, -0.25, -0.12, -0.23, -0.19, -0.04, -0.42, -0.06, -0.19, -0.23, -0.39, -0.22, -0.17, -0.18, -0.36, -0.08, -0.10, -0.14, -0.26, -0.15, -0.12, -0.21, -0.21, 0.08, 0.09, 0.10, 0.12, 0.05, 0.13, 0.07, 0.08, 0.08, 0.06, 0.11, 0.06, 0.12, 0.10, 0.07, 0.06, 0.06, 0.03, 0.06, 0.08, 0.08, 0.07, 0.07, 0.13, 0.07, 0.12, 0.08, 0.08, 0.13, 0.08, 0.09, 0.08, 0.10, 0.04, 0.10, 0.07, 0.12, 0.08, 0.12, 0.11, 0.13, 0.12, 0.08, 0.05, 0.05, 0.08, 0.12, 0.08, 0.08, 0.08, 0.11, 0.09, 0.09, 0.09, 0.08, 0.03, 0.06, 0.07, 0.01, 0.07, 0.11, 0.12, 0.12, 0.04, 0.12, 0.08, 0.06, 0.08, 0.07, 0.09, 0.05], "smiles": "COC[C@H](C)N.COC[C@H](C)N.COC[C@H](C)N.OCCO.OCCO.OCCO.CO.CO.CO.CO.CO", "homo_energy_ev": -8.988, "e_above_lowest_kcal_mol": 0.00, "e_lumo_ev": 0.0, "orbital_gap_ev": 9.0}

{"formula": "C12H31N4O7Y", "method": "ωB97M-V with the def2-TZVPD basis set", "species": ["Y", "O", "O", "O", "O", "O", "O", "O", "N", "N", "N", "N", "C", "C", "C", "C", "C", "C", "C", "C", "C", "C", "C", "C", "H", "H", "H", "H", "H", "H", "H", "H", "H", "H", "H", "H", "H", "H", "H", "H", "H", "H", "H", "H", "H", "H", "H", "H", "H", "H", "H", "H", "H", "H", "H"], "positions_angstrom": [[4.090440, 23.905340, 6.102640], [2.415990, 25.314630, 6.030870], [5.953590, 22.832480, 4.821420], [5.592740, 25.454970, 6.327750], [3.059470, 24.007920, 8.513630], [3.561600, 24.155380, 3.682490], [3.248760, 21.733090, 5.894390], [5.513410, 22.677260, 7.594910], [5.207490, 20.653700, 8.503740], [1.505910, 25.007310, 9.923180], [2.738010, 25.526570, 2.087800], [6.532240, 21.241130, 3.367860], [5.496490, 20.014810, 7.204880], [1.072580, 26.094770, 9.125270], [2.555830, 26.726300, 2.979510], [7.439830, 20.656640, 2.449520], [1.753360, 25.524480, 0.926710], [3.107600, 24.318750, 2.554350], [1.303880, 25.223110, 11.341350], [4.773810, 19.779100, 9.633820], [2.399020, 24.059140, 9.548760], [6.796820, 22.348090, 4.081490], [5.118760, 21.951840, 8.536870], [5.211650, 20.587090, 3.265480], [0.297260, 25.581730, 11.556290], [2.558180, 23.332850, 10.360780], [0.038860, 26.307100, 9.398120], [1.935310, 26.047900, 11.671680], [1.976110, 26.367580, 0.272750], [5.134080, 19.910610, 4.116630], [0.806750, 25.528720, 1.467100], [5.878250, 20.778540, 6.527320], [1.791480, 24.560890, 0.418630], [2.076100, 27.482310, 2.357880], [1.444840, 24.376700, 12.013520], [1.895140, 26.510540, 3.819170], [7.023410, 21.014960, 1.508080], [5.400710, 18.929450, 9.904330], [2.121950, 26.149900, 6.443660], [1.650880, 27.001440, 9.303080], [3.776210, 19.345500, 9.563970], [4.384040, 21.296420, 3.266050], [7.814050, 22.760630, 3.996250], [6.239920, 19.217880, 7.222380], [2.906910, 20.834490, 5.720670], [4.716780, 22.241520, 9.520080], [3.368220, 26.991940, 3.655940], [8.472630, 20.973650, 2.594170], [2.937310, 23.501520, 1.836490], [6.039800, 26.164190, 5.826080], [5.136120, 19.983290, 2.361140], [4.556630, 19.647830, 6.792470], [4.715130, 20.430890, 10.505500], [1.019970, 25.799280, 8.077400], [7.418190, 19.568000, 2.399660]], "forces_ev_per_angstrom": [[-0.5, 0.0, -0.2], [-0.4, 0.6, 0.2], [0.4, 0.3, -0.3], [0.0, 0.3, -0.7], [-1.0, -0.1, 0.9], [0.2, -0.4, -0.8], [0.0, 0.1, 0.0], [-0.9, -0.4, 1.9], [0.2, -3.9, -0.3], [0.4, -1.3, 1.0], [-0.8, 0.5, -0.8], [-0.5, -0.7, 0.2], [-0.1, 0.2, -0.2], [-0.9, 0.4, -1.0], [-0.6, -1.3, 0.4], [0.5, 0.4, -1.3], [1.0, -0.5, 2.0], [0.1, 0.9, 1.3], [-0.4, 0.6, 0.6], [-0.3, 1.2, 0.2], [1.0, 0.5, -0.6], [-1.3, -0.4, 0.7], [0.7, 1.5, -0.7], [0.0, 0.4, 0.9], [-0.2, -0.1, -0.4], [-0.1, -0.2, 0.0], [-0.1, 0.1, 0.2], [0.3, 0.0, 0.2], [-0.4, -0.2, 0.1], [-0.4, 0.1, 0.0], [-0.5, 0.6, -0.7], [-0.3, 0.0, 0.1], [0.3, 0.2, -0.2], [0.7, 0.3, 0.2], [0.3, -0.2, -0.5], [-0.8, -0.6, -0.3], [0.9, -0.3, -0.8], [0.6, 0.4, -0.6], [0.6, -0.9, -0.4], [0.2, 0.0, -0.2], [-0.2, 0.2, -0.8], [0.2, 0.1, 0.4], [0.0, -0.2, -0.1], [0.0, -0.1, 0.7], [0.3, 1.2, 0.1], [0.1, 0.9, -0.3], [0.9, 0.2, -1.1], [-0.1, 0.2, 0.0], [0.2, -0.1, 0.1], [-0.5, -0.8, 0.6], [0.4, 0.2, -0.1], [0.1, -0.1, 0.0], [0.2, -0.1, 0.1], [0.5, 0.1, 0.0], [-0.1, 0.0, 0.5]], "lowdin_charge": [1.47, -0.48, -0.07, -0.49, -0.03, -0.07, -0.49, -0.11, -0.13, -0.19, -0.15, -0.18, -0.03, -0.05, -0.03, -0.09, -0.03, -0.30, -0.07, -0.03, -0.27, -0.27, -0.31, -0.01, 0.08, 0.13, 0.09, 0.09, 0.08, 0.09, 0.09, 0.07, 0.07, 0.08, 0.09, 0.07, 0.09, 0.08, -0.05, 0.11, 0.09, 0.08, 0.15, 0.09, -0.07, 0.13, 0.09, 0.09, 0.14, -0.05, 0.08, 0.08, 0.08, 0.08, 0.09], "homo_energy_ev": -7.420, "e_above_lowest_kcal_mol": 41.42, "e_lumo_ev": 0.7, "orbital_gap_ev": 8.1}

{"formula": "C2H5FN4", "method": "ωB97M-V with the def2-TZVPD basis set", "species": ["F", "N", "N", "N", "N", "C", "C", "H", "H", "H", "H", "H"], "positions_angstrom": [[-1.797923, -2.265135, -0.143202], [-2.768442, 1.406680, -0.562272], [-1.532852, -0.977708, 0.442502], [-0.256150, -0.837449, 0.344134], [-3.127505, 2.366468, -0.164797], [0.527874, 0.175636, 0.450191], [1.913942, 0.174951, -0.100824], [0.265933, -1.621397, 0.023707], [0.070512, 1.030487, 0.722211], [2.468999, 0.902678, 0.358875], [2.403379, -0.753740, -0.119798], [1.832238, 0.398533, -1.250725]], "forces_ev_per_angstrom": [[0.5, 0.2, 0.4], [-0.5, 1.4, 0.3], [-1.2, -0.1, 0.5], [0.9, -0.7, -1.1], [0.5, -1.3, -0.4], [1.2, -1.1, -0.2], [-2.5, -0.3, -3.4], [0.0, -1.5, -0.5], [-1.2, 3.0, 0.9], [1.6, 1.7, 1.0], [0.7, -1.4, 0.6], [0.3, 0.1, 1.9]], "lowdin_charge": [-0.15, 0.01, -0.02, -0.06, 0.02, -0.16, -0.06, 0.15, 0.07, 0.04, 0.05, 0.12], "homo_energy_ev": [-7.838, -7.840], "e_above_lowest_kcal_mol": 0.00, "e_lumo_ev": [0.8, 0.8], "orbital_gap_ev": [8.6, 8.6]}

no.,DFT total energy (Eh)
1,-2052.3819
2,-2136.3053
3,-1259.9657
4,-397.9679